128
Properties=species:S:1:pos:R:3:forces:R:3:mulliken_charge:R:1 method="wB97M-V/def2-TZVPD" e_above_lowest_kcal_mol=0.0 total_energy_ev=-98446.0183 total_charge=+2 lumo_energy_ev=-5.670 molar_mass_da=1069.5
Pd -0.6666 0.0046 1.9344 -0.55 -0.07 1.02 0.4003
O 0.2711 1.6993 1.6918 -0.01 -0.42 -0.23 0.8279
C 0.4378 2.5463 2.8067 -0.08 0.18 -0.01 2.7336
C 0.4094 1.7170 4.1085 0.00 -0.03 0.04 -2.1299
C 1.2925 0.5197 4.0249 0.05 -0.09 0.03 -0.3337
C 2.4150 0.3677 4.8216 -0.01 0.03 -0.01 -0.9565
C 3.2191 -0.7450 4.6627 0.01 -0.03 -0.01 -1.0990
C 2.9061 -1.6585 3.6735 0.02 0.02 0.02 -0.8537
C 1.7842 -1.4571 2.8879 -0.05 -0.04 0.04 -0.3677
C 1.5182 -2.3642 1.7191 -0.02 -0.08 0.12 -0.8993
C 1.9407 -1.7825 0.3520 0.15 0.13 -0.22 2.7042
O 0.9575 -0.7318 -0.0855 -0.48 -0.03 0.20 -0.2416
C 3.2541 -1.0446 0.5859 -0.02 0.01 -0.06 0.2422
C 4.4364 -1.7804 0.6202 0.01 -0.02 0.00 -0.2630
C 5.6234 -1.1782 1.0090 0.01 0.03 0.01 -1.1175
C 5.6377 0.1612 1.3757 0.00 -0.02 -0.01 -1.0017
C 4.4604 0.8941 1.3488 -0.01 0.01 0.00 -0.5267
C 3.2695 0.2955 0.9588 0.02 0.02 -0.01 0.4774
C 2.0338 -2.8430 -0.7286 -0.01 0.03 0.02 -0.2978
C 2.8427 -2.6100 -1.8409 -0.04 0.04 -0.07 -0.1962
C 2.9226 -3.5389 -2.8646 -0.01 0.01 -0.02 -0.7429
C 2.2016 -4.7239 -2.7862 0.01 0.00 0.00 -0.7428
C 1.3998 -4.9690 -1.6833 -0.01 0.00 0.02 -1.1350
C 1.3189 -4.0335 -0.6575 -0.06 0.01 -0.05 -0.2110
N 0.9654 -0.4172 3.1162 0.07 -0.11 -0.15 0.0453
C -0.6908 3.5896 2.8382 0.01 -0.04 0.06 0.6821
C -1.2628 3.9981 1.6369 0.01 0.06 -0.02 0.2899
C -2.2692 4.9525 1.6143 0.01 -0.02 -0.02 -0.5435
C -2.7156 5.5246 2.7969 -0.01 0.00 0.02 -0.8319
C -2.1349 5.1435 3.9968 -0.02 0.01 0.00 -0.9959
C -1.1285 4.1865 4.0172 -0.03 -0.04 -0.02 -0.6734
C 1.7645 3.2861 2.5884 0.00 -0.02 -0.04 0.2493
C 2.5996 3.6900 3.6222 -0.02 0.01 -0.01 -0.1429
C 3.7581 4.4127 3.3574 0.00 -0.01 0.01 -1.0728
C 4.0892 4.7497 2.0556 0.01 0.01 0.00 -0.9960
C 3.2554 4.3559 1.0161 -0.01 0.00 0.00 -0.6947
C 2.1065 3.6302 1.2805 0.01 -0.01 0.01 0.7161
H -0.6177 1.3857 4.2603 -0.07 -0.02 0.03 0.0288
H 0.6854 2.3168 4.9703 0.02 0.02 0.01 1.2643
H 2.6482 1.1229 5.5580 0.00 0.01 0.00 0.5436
H 4.0944 -0.8848 5.2828 0.00 0.00 0.00 0.4981
H 3.5453 -2.5074 3.4770 0.00 0.00 0.00 0.5537
H 0.4926 -2.7188 1.7366 0.19 0.09 0.03 -0.3869
H 2.1523 -3.2435 1.8432 -0.01 -0.01 0.02 1.0564
H 4.4383 -2.8277 0.3405 0.01 0.02 0.02 0.5150
H 6.5375 -1.7568 1.0226 0.00 0.00 0.00 0.4652
H 6.5641 0.6305 1.6795 0.00 0.00 0.00 0.4825
H 4.4558 1.9369 1.6405 0.00 0.01 0.00 0.1329
H 2.3549 0.8755 0.9771 -0.01 -0.01 -0.03 0.0999
H 3.4209 -1.6954 -1.9017 -0.02 -0.03 -0.01 0.4496
H 3.5532 -3.3429 -3.7217 0.00 0.00 0.00 0.4616
H 2.2779 -5.4573 -3.5775 -0.01 0.00 -0.01 0.4912
H 0.8491 -5.8977 -1.6078 0.01 0.00 0.00 0.4602
H 0.7027 -4.2617 0.2030 0.02 -0.02 0.03 0.5005
H -0.8899 3.5864 0.7065 -0.01 0.04 0.05 -0.2383
H -2.6956 5.2620 0.6681 -0.01 0.01 0.00 0.4927
H -3.4966 6.2727 2.7827 0.00 0.00 0.00 0.4419
H -2.4583 5.5987 4.9238 0.00 0.00 0.00 0.4775
H -0.6842 3.9293 4.9698 0.01 -0.01 0.01 0.4327
H 2.3581 3.4692 4.6534 -0.01 0.00 0.03 0.4372
H 4.3947 4.7218 4.1760 0.00 0.00 0.00 0.4625
H 4.9841 5.3223 1.8518 0.00 0.00 0.00 0.4529
H 3.5011 4.6204 -0.0050 0.00 0.00 0.00 0.4183
H 1.4621 3.3235 0.4663 0.02 0.01 0.01 -0.6220
O -2.7590 0.3620 3.6749 0.11 -0.03 0.08 -0.3713
C -3.2596 -0.9163 3.9996 -0.05 0.00 -0.01 -1.1103
C -2.9036 -1.9521 2.9622 -0.03 -0.02 0.05 0.4382
C -3.7017 -3.0971 2.9507 0.01 0.05 0.00 -1.1471
C -3.4455 -4.1183 2.0653 0.02 -0.02 -0.02 -0.8732
C -2.3968 -3.9572 1.1684 -0.01 -0.01 0.00 -1.3660
C -1.6643 -2.7979 1.2265 -0.03 -0.01 -0.01 0.4562
N -1.8714 -1.8105 2.1213 0.10 0.21 -0.05 1.1990
H -2.9572 0.9591 4.4054 -0.01 0.07 -0.04 0.2665
H -4.3519 -0.8935 4.0588 0.01 -0.02 0.05 0.5912
H -2.8858 -1.2646 4.9695 0.05 0.03 -0.01 0.4173
H -4.5251 -3.1635 3.6496 0.00 -0.01 0.00 0.5675
H -4.0534 -5.0129 2.0621 0.00 0.00 -0.01 0.4822
H -2.1507 -4.7102 0.4326 -0.02 0.00 0.00 0.6587
H -0.8539 -2.6511 0.5262 -0.16 0.07 -0.06 -0.2912
C -0.2291 -1.2422 -2.5080 -0.09 0.05 -0.04 -0.8636
P -0.1789 -0.2062 -1.0428 0.43 0.00 -0.57 2.0732
C 0.3682 1.4256 -1.4899 0.09 0.00 -0.05 1.3090
C 1.7247 1.5746 -1.7878 -0.03 0.00 0.01 -0.4541
C 2.1993 2.7863 -2.2573 -0.01 0.00 -0.01 -1.0936
C 1.3250 3.8518 -2.4315 0.00 -0.01 0.00 -0.7669
C -0.0246 3.7031 -2.1451 -0.01 0.02 0.00 -1.0061
C -0.5101 2.4893 -1.6833 0.00 -0.02 -0.03 -0.7513
C -1.8816 -0.0758 -0.4079 0.20 -0.01 0.06 0.7053
C -2.2870 0.9279 0.5000 0.04 -0.09 -0.25 0.2323
C -3.6278 1.0481 0.8617 0.03 0.03 0.13 -0.8100
C -4.5756 0.1916 0.3381 0.02 -0.03 -0.02 -1.4674
C -4.1824 -0.8048 -0.5502 -0.01 -0.02 0.03 -0.5650
C -2.8555 -0.9435 -0.9139 0.03 -0.14 0.08 -0.6032
P -0.6936 -0.3764 -4.1155 -0.07 0.05 0.01 -0.1549
C -0.3257 -1.7275 -5.2876 0.02 0.01 -0.01 0.7674
C -0.2038 -3.0812 -4.9794 0.01 0.01 0.02 0.0894
C 0.0387 -4.0114 -5.9796 0.01 0.00 0.00 -0.9984
C 0.1567 -3.6012 -7.3001 0.00 -0.01 0.00 -0.6135
C 0.0441 -2.2558 -7.6178 0.00 0.01 0.00 -0.7028
C -0.1849 -1.3247 -6.6163 -0.01 -0.01 0.00 -0.5159
C -2.5279 -0.4289 -4.0408 0.02 -0.06 0.01 0.5149
C -3.2792 -1.5911 -4.2224 0.01 0.01 0.00 -0.4700
C -4.6620 -1.5549 -4.1322 -0.01 -0.02 0.01 -0.7282
C -5.3135 -0.3562 -3.8615 0.02 0.02 -0.01 -0.6210
C -4.5780 0.8080 -3.6998 -0.01 0.01 -0.01 -0.7760
C -3.1925 0.7707 -3.7976 0.03 0.03 -0.02 -0.0481
H -0.8056 -2.1503 -2.3260 0.02 -0.02 0.07 1.1248
H 0.8045 -1.5564 -2.6594 0.10 0.00 -0.02 0.2621
H 2.4112 0.7508 -1.6417 0.02 -0.01 0.01 0.2959
H 3.2507 2.9000 -2.4850 0.00 0.00 0.00 0.4960
H 1.6962 4.8006 -2.7960 0.00 0.00 0.00 0.4678
H -0.7032 4.5340 -2.2852 0.00 0.00 0.00 0.5120
H -1.5675 2.3789 -1.4842 0.00 0.00 -0.02 0.7856
H -1.6052 1.6950 0.8534 0.05 0.19 -0.21 -0.7103
H -3.9068 1.8375 1.5477 0.00 -0.01 -0.03 0.5101
H -5.6193 0.3025 0.6014 0.00 0.00 0.00 0.5720
H -4.9183 -1.4704 -0.9816 0.01 -0.01 0.00 0.5814
H -2.6054 -1.7250 -1.6131 0.03 0.01 0.00 0.2854
H -0.2902 -3.4312 -3.9581 0.00 -0.01 0.02 0.4124
H 0.1303 -5.0605 -5.7285 0.00 0.00 0.00 0.4649
H 0.3412 -4.3288 -8.0790 0.00 0.00 0.00 0.4149
H 0.1439 -1.9291 -8.6442 0.00 0.00 0.00 0.4407
H -0.2550 -0.2724 -6.8675 0.00 0.00 -0.01 0.4255
H -2.7852 -2.5253 -4.4642 0.01 0.00 0.00 0.4241
H -5.2362 -2.4580 -4.2966 0.00 0.00 0.00 0.4370
H -6.3941 -0.3272 -3.8072 0.00 0.00 0.00 0.4558
H -5.0826 1.7493 -3.5240 0.00 0.00 0.00 0.4708
H -2.6200 1.6876 -3.7132 0.00 0.01 0.02 0.5993